Entry from the OMol25 dataset: a cluster of 11 separate species, C52H66BF4N10O in total (ωB97M-V with the def2-TZVPD basis set).

XYZ file:
```
134
Properties=species:S:1:pos:R:3:mulliken_charge:R:1
O -0.28280 -1.89136 2.89089 -0.60
C 0.21852 -0.68362 2.15432 0.20
C 1.24008 0.08901 3.17701 -0.20
B 1.22186 1.72941 3.07911 0.43
F 1.90058 2.07247 1.76748 -0.41
C 2.08139 2.50950 4.24523 -0.56
C 3.54310 1.78030 4.51647 -0.50
C 4.55955 2.68904 5.44880 0.80
F 5.98575 2.63311 4.98092 -0.43
F 4.20099 4.15050 5.45763 -0.28
F 4.42901 2.24753 6.88406 -0.29
C -0.26874 2.41429 3.00684 -0.64
C -1.41569 1.70803 3.93697 0.75
C -2.98117 1.80695 3.36670 -0.44
C -4.28801 1.18562 4.16412 -0.45
C -3.99878 0.40942 5.58179 -0.17
C -2.46257 0.27259 6.23010 -0.54
C -1.19768 0.95520 5.37545 -0.03
H 0.51324 -2.46722 3.13988 0.30
H -0.73888 -0.08252 1.85357 0.15
H 0.72219 -1.10326 1.17888 -0.23
H 2.34141 -0.25135 2.88153 0.07
H 1.11854 -0.22583 4.31606 0.05
H 1.46293 2.67009 5.22618 0.19
H 2.33009 3.58990 3.80356 0.17
H 3.33387 0.77048 5.10939 0.19
H 4.11098 1.56567 3.49348 0.11
H -0.13851 3.53801 3.38873 0.22
H -0.68175 2.51319 1.89723 0.04
H -3.20817 2.37140 2.34942 0.19
H -5.37179 1.29733 3.67589 0.25
H -4.89180 -0.07996 6.17119 0.14
H -2.28537 -0.29143 7.26700 0.23
H -0.12009 0.84727 5.82837 0.13
N 1.50858 -2.17673 -1.71340 0.16
C 0.79512 -1.97916 -2.86686 -0.81
C -0.03477 -3.06348 -3.04501 -0.36
C 0.18156 -3.94320 -1.95756 -0.63
C 1.13728 -3.36945 -1.14927 -0.43
H 2.20014 -1.54142 -1.33687 0.15
H 0.93979 -1.08707 -3.46138 0.45
H -0.72261 -3.20497 -3.86853 0.66
H -0.30767 -4.89268 -1.78255 0.42
H 1.58468 -3.70754 -0.22412 0.38
N -2.62008 -0.45552 -3.48846 0.35
C -3.95588 -0.56542 -3.20194 -0.86
C -4.66064 -0.32984 -4.36126 -0.44
C -3.71639 -0.07471 -5.38427 -0.35
C -2.46424 -0.16161 -4.81814 -0.82
H -1.86710 -0.57374 -2.82311 0.16
H -4.28974 -0.79965 -2.20000 0.57
H -5.73836 -0.34176 -4.45980 0.41
H -3.92710 0.14777 -6.42234 0.53
H -1.47837 -0.03850 -5.24623 0.45
N 8.05834 2.58591 3.18638 0.14
C 8.34626 3.39480 2.11805 -0.25
C 9.64942 3.15616 1.74251 -0.30
C 10.16366 2.16415 2.61124 -0.74
C 9.15908 1.82805 3.49090 -0.31
H 7.17208 2.55269 3.67327 0.29
H 7.60171 4.07029 1.71859 0.18
H 10.17273 3.64302 0.92984 0.38
H 11.15937 1.74008 2.59633 0.37
H 9.13379 1.11732 4.30613 0.38
N 7.51336 6.21090 -0.57620 0.03
C 6.17756 6.10100 -0.28969 -0.55
C 5.47280 6.33658 -1.44901 -0.42
C 6.41704 6.59171 -2.47202 -0.44
C 7.66919 6.50481 -1.90588 -0.48
H 8.26633 6.09269 0.08914 0.22
H 5.84370 5.86677 0.71225 0.44
H 4.39508 6.32466 -1.54755 0.46
H 6.20633 6.81419 -3.51009 0.38
H 8.65506 6.62792 -2.33397 0.37
N -4.25798 -3.99249 -5.03628 0.39
C -4.97144 -3.79493 -6.18974 -0.56
C -5.80134 -4.87925 -6.36789 -0.53
C -5.58501 -5.75896 -5.28044 -0.59
C -4.62928 -5.18522 -4.47215 -0.85
H -3.56643 -3.35719 -4.65975 0.00
H -4.82677 -2.90284 -6.78426 0.43
H -6.48918 -5.02074 -7.19141 0.43
H -6.07423 -6.70844 -5.10544 0.43
H -4.18189 -5.52331 -3.54700 0.79
N -5.68078 -4.88064 -1.00421 0.08
C -5.55613 -6.09184 -0.37492 -0.27
C -5.74979 -5.89268 0.97379 -0.57
C -6.00610 -4.51377 1.16388 -0.47
C -5.96039 -3.91323 -0.07435 -0.49
H -5.58274 -4.72514 -1.99912 0.28
H -5.33931 -6.98907 -0.93900 0.35
H -5.71186 -6.65808 1.73803 0.37
H -6.20348 -4.01288 2.10283 0.39
H -6.10121 -2.88284 -0.37240 0.37
N 4.30752 0.73230 -0.72736 0.25
C 4.59544 1.54119 -1.79569 -0.60
C 5.89860 1.30256 -2.17123 -0.53
C 6.41284 0.31054 -1.30250 -0.44
C 5.40826 -0.02556 -0.42284 -0.55
H 3.42125 0.69908 -0.24048 0.13
H 3.85088 2.21668 -2.19515 0.52
H 6.42191 1.78942 -2.98390 0.41
H 7.40854 -0.11352 -1.31742 0.40
H 5.38296 -0.73628 0.39238 0.42
N -6.55447 -0.33695 8.95796 0.00
C -7.75662 0.26953 9.21402 -0.51
C -7.50464 1.45447 9.86872 -0.37
C -6.10076 1.56948 10.00711 -0.39
C -5.53873 0.45105 9.43338 -0.44
H -6.43541 -1.22629 8.49049 0.23
H -8.68602 -0.19351 8.91069 0.36
H -8.25122 2.16040 10.20873 0.37
H -5.55816 2.38111 10.47435 0.38
H -4.50577 0.14866 9.32421 0.36
N -0.30565 5.00132 -3.70704 0.09
C -1.01911 5.19888 -4.86050 -0.44
C -1.84900 4.11457 -5.03865 -0.73
C -1.63267 3.23485 -3.95120 0.14
C -0.67695 3.80860 -3.14290 -1.05
H 0.38590 5.63663 -3.33051 0.18
H -0.87444 6.09098 -5.45502 0.36
H -2.53685 3.97308 -5.86217 0.39
H -2.12190 2.28537 -3.77619 0.45
H -0.22955 3.47050 -2.21776 0.60
N -0.19798 -6.73308 -7.69621 0.02
C -1.30780 -6.67400 -6.89412 -0.88
C -1.72297 -5.36226 -6.83788 0.63
C -0.83577 -4.60446 -7.63904 -0.80
C 0.09420 -5.47652 -8.15924 -0.51
H 0.32328 -7.57260 -7.91327 0.18
H -1.70509 -7.56776 -6.43200 0.37
H -2.57370 -4.99142 -6.28105 0.24
H -0.87179 -3.53759 -7.81783 0.38
H 0.93738 -5.31069 -8.81644 0.39
```

**LUMO level**: 2.03 eV
**Total charge**: -1
**HOMO level**: -5.602 eV
**Gap between HOMO and LUMO**: 7.6 eV
**Maximum force**: 4.9 eV Å⁻¹
**Molecular weight**: 933.97 g mol⁻¹

---

Entry from the OMol25 dataset: a structure of composition C45H53BCaN11OS9Se (ωB97M-V with the def2-TZVPD basis set).

XYZ file:
```
122
Properties=species:S:1:pos:R:3:mulliken_charge:R:1
Ca 1.01865 -0.64521 -0.52336 -0.32
C -3.57838 4.93125 4.28253 -1.60
C -3.79610 3.44647 3.99346 1.29
C -5.26423 3.06254 4.22160 -1.71
C -2.95199 2.60873 4.94827 -1.93
N -3.49017 3.21338 2.55631 0.61
C -4.41193 3.58514 1.58210 -0.60
C -3.92095 3.19266 0.39691 -1.11
N -2.69333 2.60484 0.61582 0.49
B -1.94490 1.78139 -0.47496 0.75
N -3.02037 1.23431 -1.44879 0.86
C -3.15911 1.55447 -2.78180 -1.13
C -4.01745 0.68096 -3.33390 -0.68
N -4.42771 -0.18791 -2.32881 0.46
C -3.82201 0.17917 -1.15771 -0.10
S -4.09767 -0.41797 0.41074 -0.36
C -5.21456 -1.43016 -2.54867 1.29
C -6.51377 -1.36597 -1.74794 -1.56
C -4.35965 -2.63179 -2.14943 -1.56
C -5.56281 -1.54776 -4.03095 -2.16
N -0.98523 2.74469 -1.25406 0.48
C -0.81408 4.08419 -0.98002 -0.85
C 0.14948 4.55109 -1.79464 -0.95
N 0.58787 3.48842 -2.57705 0.93
C -0.12005 2.37566 -2.22398 0.00
S -0.01694 0.78633 -2.82636 -0.15
C 1.66128 3.71246 -3.58976 1.47
C 2.83359 4.41324 -2.89029 -1.61
C 2.18259 2.43132 -4.23013 -2.16
C 1.07626 4.61042 -4.68090 -1.81
C -2.41119 2.64081 1.93858 -0.04
S -0.91354 2.17124 2.58971 -0.46
H -3.85855 5.15722 5.31291 0.45
H -4.17917 5.55400 3.61775 0.35
H -2.52762 5.18779 4.14221 0.29
H -5.46716 3.05985 5.29246 0.46
H -5.46039 2.06571 3.82582 0.37
H -5.95988 3.76144 3.75760 0.42
H -3.34403 2.78404 5.95260 0.58
H -1.90208 2.87570 4.91656 0.38
H -3.02706 1.54624 4.71942 0.30
H -5.33576 4.07665 1.81634 0.53
H -4.35360 3.25785 -0.58459 0.61
H -1.33565 0.87925 0.02857 -0.72
H -2.61300 2.36064 -3.23576 0.75
H -4.35784 0.60442 -4.34667 0.51
H -6.30990 -1.27397 -0.68373 0.26
H -7.08788 -2.27664 -1.92835 0.47
H -7.11086 -0.50910 -2.06697 0.39
H -4.09225 -2.58698 -1.09562 0.31
H -3.44185 -2.65568 -2.73945 0.39
H -4.91820 -3.55113 -2.33466 0.48
H -6.18659 -0.71918 -4.37078 0.46
H -6.12634 -2.47040 -4.16668 0.45
H -4.67180 -1.60610 -4.65629 0.46
H -1.38157 4.58509 -0.21774 0.58
H 0.55962 5.53867 -1.88177 0.54
H 3.09678 3.89361 -1.96997 0.33
H 2.61455 5.45405 -2.64870 0.40
H 3.70094 4.40151 -3.55050 0.49
H 2.60320 1.74807 -3.49561 0.28
H 2.96598 2.73193 -4.92906 0.58
H 1.41092 1.89172 -4.77063 0.47
H 0.69227 5.54551 -4.27119 0.36
H 0.26174 4.09621 -5.19245 0.34
H 1.84948 4.84851 -5.41265 0.45
S 7.02562 -4.03764 -3.66225 -0.33
C 5.59871 -3.71244 -2.87437 0.05
S 5.40894 -3.71486 -1.16720 -0.06
C 3.71452 -3.28363 -1.06479 -0.29
C 3.09277 -3.09995 -2.26519 -0.12
S 1.42798 -2.68835 -2.54415 -0.22
S 4.12492 -3.32469 -3.66624 -0.09
S 2.99689 -3.14027 0.50768 -0.18
O 1.76079 -0.26404 1.58605 1.02
S 3.15045 -0.55744 2.12100 -0.02
C 2.91867 -1.80888 3.37825 0.33
C 3.98003 -2.63445 3.70485 -0.17
C 3.81412 -3.56546 4.71826 -0.77
C 2.59344 -3.67124 5.37148 -0.56
C 1.53344 -2.85000 5.01136 -0.87
C 1.68955 -1.90817 4.00452 -0.19
C 3.44545 0.80282 3.26974 0.51
C 4.73526 0.98774 3.74498 -0.59
C 4.99457 2.05459 4.59152 -0.73
C 3.97230 2.93177 4.93910 -0.64
C 2.69065 2.74204 4.44022 -0.33
C 2.42345 1.67038 3.59857 0.17
H 4.90349 -2.57825 3.14369 0.51
H 4.62939 -4.22718 4.97839 0.42
H 2.46314 -4.40716 6.15426 0.41
H 0.58155 -2.94595 5.51752 0.31
H 0.87821 -1.26056 3.69731 0.32
H 5.53044 0.31390 3.44684 0.43
H 5.99626 2.20887 4.97176 0.42
H 4.17989 3.76767 5.59494 0.40
H 1.89287 3.42908 4.69212 0.46
H 1.44220 1.52033 3.17068 -0.41
C -2.24567 -2.60579 3.61018 -0.82
N -1.49271 -2.73666 2.38302 0.42
C -1.11192 -3.90243 1.74385 -0.71
C -0.45559 -3.51664 0.61910 -1.02
N -0.43643 -2.14162 0.54816 0.68
C -1.06376 -1.71827 1.62217 -1.20
H -2.80968 -3.52058 3.78020 0.40
H -2.94326 -1.77475 3.51827 0.27
H -1.58745 -2.43030 4.46202 0.17
H -1.32849 -4.87188 2.15496 0.52
H 0.02090 -4.11171 -0.14040 0.50
H -1.25626 -0.68503 1.87467 0.54
Se 4.61945 -0.45562 -1.70658 0.38
N 5.50294 0.72112 -0.74391 -0.99
C 4.60141 1.54379 -0.20996 0.64
C 4.86659 2.64304 0.65419 -0.97
C 3.80611 3.38229 1.06772 -0.86
C 2.48073 3.04802 0.64193 -0.52
N 2.18131 2.06604 -0.15790 1.81
C 3.24239 1.30449 -0.57799 0.06
N 3.04083 0.25976 -1.38395 -0.17
H 5.88053 2.85965 0.96406 0.46
H 3.94093 4.21919 1.73977 0.44
H 1.63881 3.63494 0.99857 0.20
```

**LUMO level**: 1.03 eV
**Total charge**: -1
**HOMO level**: -3.496 eV
**Energy above the lowest of the compared OMol25 structures with the same formula, charge and spin**: 0.6679 eV
**Gap between HOMO and LUMO**: 4.5 eV
**Maximum force**: 1.0 eV Å⁻¹
**Molecular weight**: 1182.45 g mol⁻¹

---

Entry from the OMol25 dataset: a cluster of 2 separate species, C2H3N2O2 in total (ωB97M-V with the def2-TZVPD basis set).

XYZ file:
```
9
Properties=species:S:1:pos:R:3:nbo_charge:R:1
C 0.06681 0.94440 -0.07567 0.23
C 0.89860 -2.79630 0.33297 0.45
N -0.38225 2.04245 -0.67813 0.21
N -0.81219 0.04144 0.22570 -0.66
O 1.78038 -3.44880 0.56160 -0.42
O -0.48510 3.18590 -0.92005 0.02
H 1.07101 0.54894 -0.18643 0.28
H -0.42090 -0.87675 0.34527 0.45
H -1.71637 0.35871 0.39474 0.43
```

**LUMO level (alpha / beta)**: -7.55 / -7.21 eV
**Total charge**: +1
**HOMO level (alpha / beta)**: -15.536 / -15.415 eV
**Energy above the lowest of the compared OMol25 structures with the same formula, charge and spin**: 4.4762 eV
**Gap between HOMO and LUMO (alpha / beta)**: 8.0 / 8.2 eV
**Maximum force**: 2.2 eV Å⁻¹
**Molecular weight**: 87.06 g mol⁻¹